Below is a single C4H6N2O molecule at a distorted geometry, with properties calculated with the ωB97M-V functional and the def2-TZVPD basis.

Electronic energy ... -9271.649 eV
HOMO level ... -10.1544 eV
Orbital gap ... 10.821 eV
ΔE to the lowest compared entry with this formula, charge and spin ... 42.7 kcal/mol

```
13
Properties=species:S:1:pos:R:3:forces:R:3:mulliken_charge:R:1
H 2.413 -1.672 -1.601 0.13 -0.02 0.09 0.27
N 2.387 -1.259 -0.671 -0.25 0.15 -0.07 -0.60
C 1.313 -0.606 -0.577 0.24 -0.21 -0.04 0.16
O 1.040 -0.008 0.627 0.08 -0.12 -0.09 -0.40
C 0.025 0.972 0.735 -0.13 0.13 -0.07 -0.51
C -1.380 0.341 0.786 0.04 -0.01 0.00 -0.34
C -1.596 -0.292 -0.516 0.07 -0.47 -0.79 0.37
N -1.476 -0.774 -1.560 -0.90 0.37 0.79 -0.51
H 0.546 -0.567 -1.366 0.57 0.42 0.53 0.32
H 0.087 1.691 -0.091 -0.05 -0.10 0.08 0.37
H 0.217 1.510 1.670 0.00 -0.18 -0.21 0.30
H -1.421 -0.424 1.570 0.02 0.13 -0.13 0.25
H -2.155 1.088 0.995 0.19 -0.09 -0.10 0.33
```
Forces are in eV/Å.